1.
The following is a DFT calculation (ωB97M-V/def2-TZVPD) of C22H22BN3O7RuS as an isolated structure.

ORCA input file:
```
! wB97M-V def2-TZVPD RIJCOSX def2/J DEFGRID3
* xyz 0 1
Ru -1.411 -1.667 0.971
O -3.173 -0.574 4.537
C -2.637 -0.550 3.436
N -2.927 -1.312 2.371
C -3.812 -2.431 2.579
C -3.110 -3.716 2.224
C -3.804 -4.913 2.110
C -3.122 -6.056 1.734
C -1.756 -5.980 1.501
C -1.132 -4.760 1.651
N -1.791 -3.654 2.008
C -1.504 0.388 3.128
C -1.458 1.677 3.623
C -0.396 2.493 3.268
C 0.596 1.982 2.444
C 0.482 0.679 2.000
N -0.546 -0.105 2.330
H -4.706 -2.337 1.954
H -4.130 -2.451 3.625
H -4.868 -4.935 2.307
H -3.654 -6.989 1.607
H -1.186 -6.844 1.191
H -0.067 -4.651 1.492
H -2.255 2.021 4.268
H -0.342 3.511 3.633
H 1.446 2.580 2.146
H 1.240 0.233 1.368
O -2.241 -3.093 -0.707
S -0.976 -3.393 -1.354
O -0.755 -4.756 -1.671
O 0.199 -2.757 -0.498
O -0.681 -2.399 -2.487
C 3.611 3.116 -4.114
C 2.987 3.570 -2.786
C 2.286 4.910 -3.041
C 4.099 3.773 -1.747
C 2.011 2.517 -2.253
C 0.860 2.888 -1.562
C -0.050 1.955 -1.063
C 0.229 0.628 -1.270
O -0.507 -0.480 -0.931
B 0.217 -1.616 -1.534
O 1.436 -1.132 -2.052
C 1.382 0.233 -1.942
C 2.277 1.152 -2.435
H 4.220 3.918 -4.534
H 2.831 2.861 -4.834
H 4.259 2.249 -3.985
H 2.977 5.593 -3.536
H 1.962 5.386 -2.115
H 1.417 4.772 -3.687
H 4.802 4.540 -2.083
H 4.651 2.844 -1.592
H 3.682 4.086 -0.789
H 0.630 3.934 -1.414
H -0.947 2.264 -0.540
H 3.157 0.799 -2.951
*
```

Computed properties:
- energy above the lowest of the compared OMol25 structures with the same formula, charge and spin (kJ/mol) = 91.7

2.
The following is a DFT calculation (ωB97M-V/def2-TZVPD) of one molecule with the formula C2H5NOS.

ORCA input file:
```
! wB97M-V def2-TZVPD RIJCOSX def2/J DEFGRID3
* xyz 0 1
C 1.261 0.288 0.164
N -0.047 -0.245 -0.092
O -0.128 -1.597 -0.234
C -1.164 0.495 0.050
S -2.596 -0.121 -0.265
H 1.942 -0.223 -0.543
H 1.435 -0.008 1.139
H 1.343 1.404 -0.063
H -1.063 -1.603 -0.277
H -0.982 1.610 0.121
*
```

Computed properties:
- energy above the lowest of the compared OMol25 structures with the same formula, charge and spin (kJ/mol) = 273.9
- structure (SMILES) = CN(O)C=S

3.
The following is a DFT calculation (ωB97M-V/def2-TZVPD) of C26H17IrN4O4 as an isolated structure.

ORCA input file:
```
! wB97M-V def2-TZVPD RIJCOSX def2/J DEFGRID3
* xyz 0 1
Ir -0.536 0.931 -0.092
O -1.540 -0.922 -3.613
C -1.423 -0.469 -2.496
O -0.871 0.655 -2.158
C -2.019 -1.185 -1.318
C -2.809 -2.315 -1.383
C -3.364 -2.805 -0.209
C -3.137 -2.148 0.992
C -2.338 -1.023 0.987
N -1.795 -0.584 -0.149
C -2.039 -0.158 2.177
O -2.426 -0.475 3.282
O -1.396 0.919 1.851
H -2.971 -2.772 -2.348
H -3.982 -3.693 -0.232
H -3.567 -2.473 1.928
N 1.311 0.600 0.009
C 2.137 -0.342 0.184
C 1.669 -1.713 0.541
C 0.780 -1.885 1.598
C 0.292 -3.147 1.899
C 0.679 -4.241 1.134
C 1.578 -4.073 0.090
C 2.084 -2.814 -0.200
C 3.597 -0.103 0.017
C 4.514 -0.742 0.847
C 5.871 -0.500 0.700
C 6.321 0.364 -0.290
C 5.409 0.994 -1.126
C 4.050 0.767 -0.970
H 0.494 -1.030 2.198
H -0.391 -3.272 2.730
H 0.277 -5.223 1.351
H 1.889 -4.927 -0.498
H 2.780 -2.682 -1.019
H 4.164 -1.426 1.610
H 6.579 -0.990 1.356
H 7.382 0.538 -0.416
H 5.756 1.662 -1.903
H 3.331 1.243 -1.624
N -5.520 6.625 -0.707
C -4.680 5.847 -0.619
C -3.624 4.870 -0.513
C -3.120 4.260 -1.655
C -2.126 3.310 -1.508
N -1.635 2.963 -0.313
C -2.118 3.559 0.782
C -3.111 4.519 0.728
H -3.501 4.511 -2.634
H -1.713 2.788 -2.362
H -1.705 3.233 1.727
H -3.485 4.972 1.635
*
```

Computed properties:
- energy above the lowest of the compared OMol25 structures with the same formula, charge and spin (kJ/mol) = 124.9

4.
The following is a DFT calculation (ωB97M-V/def2-TZVPD) of C5H15INO2 as an isolated structure.

ORCA input file:
```
! wB97M-V def2-TZVPD RIJCOSX def2/J DEFGRID3
* xyz -1 1
I 2.279 2.057 -0.509
C -0.679 2.585 1.096
O -0.183 1.294 0.824
H -0.193 3.325 0.461
H -1.706 2.465 0.749
H -0.701 2.936 2.127
H 0.618 1.346 0.298
C 0.595 -2.183 1.091
C 1.018 -1.367 -0.047
C -0.076 -0.529 -0.669
O -1.088 -1.297 -1.256
C -2.037 -0.355 -1.719
N 2.130 -0.619 0.305
H 1.341 -2.882 1.470
H -0.182 -2.850 0.716
H 0.272 -1.716 2.021
H 1.245 -2.114 -0.807
H 0.414 0.207 -1.307
H -0.529 0.011 0.162
H -2.816 -1.006 -2.115
H -1.691 0.291 -2.527
H -2.433 0.287 -0.932
H 2.548 0.000 -0.374
H 1.854 0.113 0.944
*
```

Computed properties:
- energy above the lowest of the compared OMol25 structures with the same formula, charge and spin (kJ/mol) = 320.7